{
  "formula": "C6H12O",
  "method": "ωB97M-V with the def2-TZVPD basis set",
  "elements": ["O", "C", "C", "C", "C", "C", "C", "H", "H", "H", "H", "H", "H", "H", "H", "H", "H", "H", "H"],
  "xyz": [[0.751051, -0.321257, 1.555899], [-0.637844, -1.083571, -0.204614], [-1.759740, -0.182805, 0.324099], [0.238915, 1.129044, -0.300424], [-1.262522, 1.259475, 0.048834], [1.905104, -0.814966, -0.513003], [0.628221, -0.291190, 0.131549], [2.758897, -0.180287, -0.243472], [-1.811865, 1.724724, -0.775905], [-0.705947, -1.191218, -1.295684], [-0.632600, -2.086509, 0.233960], [1.326554, 0.416818, 1.794931], [-2.733484, -0.389077, -0.132065], [-1.862921, -0.345593, 1.400706], [1.823693, -0.821266, -1.605756], [0.866986, 1.877560, 0.204347], [-1.414684, 1.894522, 0.925664], [2.119647, -1.832496, -0.169351], [0.402541, 1.238092, -1.379714]],
  "atomic_forces_ev_per_a": [[0.16, 0.12, 0.12], [0.01, -0.04, -0.02], [-0.06, -0.03, 0.04], [0.02, 0.03, -0.03], [-0.06, 0.09, 0.02], [0.02, 0.01, -0.04], [-0.05, -0.02, -0.32], [-0.12, -0.08, -0.03], [0.07, -0.08, 0.11], [0.04, 0.01, 0.16], [0.03, 0.15, -0.01], [-0.06, -0.20, 0.12], [0.18, 0.02, 0.01], [0.00, 0.05, -0.15], [-0.01, -0.01, 0.15], [-0.12, -0.11, -0.14], [0.02, -0.07, -0.11], [-0.06, 0.16, -0.04], [-0.01, 0.00, 0.17]],
  "smiles": "CC1(O)CCCC1",
  "homo_ha": -0.3734,
  "de_lowest_kcal_mol": 0.5,
  "fmax_ev_per_a": 0.32,
  "energy_ha": -311.0585,
  "charge": 0
}


{
  "formula": "C6H12O",
  "method": "ωB97M-V with the def2-TZVPD basis set",
  "elements": ["O", "C", "C", "C", "C", "C", "C", "H", "H", "H", "H", "H", "H", "H", "H", "H", "H", "H", "H"],
  "xyz": [[-0.459516, 1.914953, 0.372452], [-0.786604, -1.638892, -0.825170], [-1.565673, -0.120594, 1.149240], [-1.235613, 0.903870, 0.141599], [-0.455325, -0.656666, 0.274987], [0.885216, -0.425045, 0.617217], [1.835822, 1.175230, -0.452462], [1.701978, 0.747648, -1.450165], [-1.766154, -1.433303, -1.271232], [-0.814996, -2.661731, -0.431498], [0.686842, 1.510140, 0.124008], [1.945048, 2.263950, -0.572565], [-1.311467, 0.113437, 2.181649], [-0.042743, -1.604112, -1.630132], [-1.798619, 0.879508, -0.799989], [2.772331, 0.822134, -0.019622], [1.126752, -0.030917, 1.600123], [1.637555, -1.081087, 0.191440], [-2.515080, -0.640641, 1.032128]],
  "atomic_forces_ev_per_a": [[0.09, -0.06, -0.01], [-0.03, -0.04, -0.04], [-0.07, 0.04, 0.07], [-0.19, 0.01, -0.08], [0.25, -0.13, -0.05], [-0.07, -0.06, 0.08], [0.34, -0.09, -0.23], [0.02, 0.08, 0.18], [0.14, -0.01, 0.08], [-0.01, 0.09, -0.08], [-0.25, 0.06, 0.07], [-0.04, -0.07, 0.04], [0.01, -0.01, -0.18], [-0.11, 0.00, 0.14], [0.08, 0.00, 0.15], [-0.16, 0.04, -0.03], [-0.04, -0.05, -0.17], [-0.13, 0.10, 0.04], [0.16, 0.09, 0.00]],
  "homo_ha": -0.3195,
  "de_lowest_kcal_mol": 98.6,
  "fmax_ev_per_a": 0.42,
  "energy_ha": -310.9021,
  "charge": 0
}


{
  "formula": "C6H12O",
  "method": "ωB97M-V with the def2-TZVPD basis set",
  "elements": ["O", "C", "C", "C", "C", "C", "C", "H", "H", "H", "H", "H", "H", "H", "H", "H", "H", "H", "H"],
  "xyz": [[-0.911479, 2.010232, 0.635739], [0.089410, -0.049649, 0.225956], [-0.111789, 1.414388, -0.053503], [-2.438238, -0.694768, 0.417059], [2.387604, 0.636612, -0.023184], [-1.119071, -0.790033, -0.347426], [1.465062, -0.525420, -0.374481], [0.158251, 1.748966, -1.087118], [3.066009, 0.425294, 0.817074], [1.681138, -1.480029, 0.130199], [0.127641, -0.153231, 1.322778], [1.491735, 1.568730, 0.355466], [2.908045, 1.105689, -0.868503], [-0.802832, -1.833154, -0.398719], [-2.318229, -1.040675, 1.449851], [-2.794946, 0.338435, 0.450421], [-3.205591, -1.321734, -0.058226], [-1.267988, -0.448270, -1.383464], [1.366165, -0.703806, -1.460703]],
  "atomic_forces_ev_per_a": [[0.54, 0.90, -0.15], [0.52, -0.67, -0.28], [-2.29, -0.90, -0.43], [0.06, 0.06, 0.05], [-1.71, 2.18, 0.87], [0.02, -0.32, -0.09], [-1.38, 0.47, 0.49], [0.11, 0.22, 0.38], [-0.28, 0.32, -0.33], [0.36, 0.36, -0.36], [-0.01, -0.06, -0.30], [3.89, -2.15, -0.56], [-0.01, -0.29, 0.34], [-0.17, -0.18, -0.17], [0.00, 0.06, -0.13], [0.00, -0.16, 0.02], [0.20, 0.20, 0.09], [0.04, -0.14, 0.11], [0.11, 0.10, 0.47]],
  "homo_ha": -0.3490,
  "de_lowest_kcal_mol": 46.8,
  "fmax_ev_per_a": 4.48,
  "energy_ha": -310.9847,
  "charge": 0
}


{
  "formula": "C6H12O",
  "method": "ωB97M-V with the def2-TZVPD basis set",
  "elements": ["O", "C", "C", "C", "C", "C", "C", "H", "H", "H", "H", "H", "H", "H", "H", "H", "H", "H", "H"],
  "xyz": [[-2.098780, -1.521961, -3.654122], [-0.155855, 0.717724, 1.622119], [0.297341, 0.110117, 0.361713], [0.679664, 1.039461, 2.622675], [1.551407, -0.063596, -0.033018], [-1.584228, 1.239138, 1.650095], [1.944509, -0.850449, -1.255709], [1.662973, -1.888561, -1.066154], [3.014991, -0.763280, -1.429530], [-1.741582, 2.052049, 0.944302], [-2.234684, 0.376050, 1.499671], [-2.218014, -1.882501, -2.774383], [0.502561, 1.889622, 3.267834], [1.602723, 0.483903, 2.718095], [-1.764619, 1.638761, 2.646735], [2.367188, 0.231471, 0.619774], [1.456891, -0.560953, -2.184602], [-1.670323, -2.140771, -4.247220], [-0.512501, -0.236666, -0.275578]],
  "atomic_forces_ev_per_a": [[-0.23, 0.81, -0.22], [0.21, 1.54, 0.09], [-0.61, -0.70, 0.45], [0.00, -0.56, -0.58], [0.14, -0.30, -0.11], [0.89, -0.07, 0.46], [0.00, 0.04, 0.16], [0.33, -0.12, -0.19], [0.03, -0.24, 0.01], [-0.25, -0.25, -0.35], [-0.30, 0.30, -0.25], [0.22, -0.46, -0.16], [-0.35, -0.48, 0.52], [0.38, 0.43, -0.07], [-0.21, -0.04, 0.00], [-0.07, 0.24, -0.04], [-0.26, 0.24, 0.10], [0.02, -0.35, 0.39], [0.06, -0.02, -0.20]],
  "smiles": "C=C(C)/C=C/C.O",
  "homo_ha": -0.3070,
  "de_lowest_kcal_mol": 43.3,
  "fmax_ev_per_a": 1.56,
  "energy_ha": -310.9903,
  "charge": 0
}


{
  "formula": "C6H12O",
  "method": "ωB97M-V with the def2-TZVPD basis set",
  "elements": ["O", "C", "C", "C", "C", "C", "C", "H", "H", "H", "H", "H", "H", "H", "H", "H", "H", "H", "H"],
  "xyz": [[-2.128339, -1.514562, -0.459497], [0.788783, 1.917176, 0.852198], [0.820612, 2.757287, -0.368633], [-0.745831, -1.212264, -0.380007], [-0.533318, 0.053706, 0.454362], [0.958456, 0.486662, 0.511559], [-0.074311, -2.434783, 0.216843], [-1.144440, 0.852735, 0.008235], [1.849902, 3.159141, -0.313632], [-2.573759, -0.763593, -0.871870], [1.012916, -2.316088, 0.253969], [1.432766, 0.273701, -0.465873], [-0.307166, -3.316513, -0.386316], [1.460172, -0.086072, 1.298107], [-0.337353, -1.036135, -1.389426], [-0.920512, -0.104885, 1.464756], [-0.446509, -2.605989, 1.232439], [0.168302, 3.634031, -0.307886], [0.719627, 2.256445, -1.349327]],
  "atomic_forces_ev_per_a": [[-0.20, 0.17, -0.14], [0.09, -0.13, -0.43], [-0.12, 0.02, 0.03], [0.37, -0.03, 0.00], [-0.19, 0.01, 0.02], [0.14, 0.03, 0.10], [0.04, -0.04, 0.04], [0.07, -0.08, 0.04], [-0.07, -0.04, 0.04], [-0.01, -0.16, 0.08], [-0.15, 0.01, -0.01], [-0.09, 0.09, 0.14], [0.04, 0.12, 0.07], [-0.09, 0.08, -0.11], [-0.09, -0.03, 0.12], [0.06, 0.02, -0.12], [0.05, 0.03, -0.11], [0.14, -0.08, 0.02], [0.02, 0.02, 0.21]],
  "homo_ha": -0.3054,
  "de_lowest_kcal_mol": 88.1,
  "fmax_ev_per_a": 0.46,
  "energy_ha": -310.9189,
  "charge": 0
}


{
  "formula": "C6H12O",
  "method": "ωB97M-V with the def2-TZVPD basis set",
  "elements": ["O", "C", "C", "C", "C", "C", "C", "H", "H", "H", "H", "H", "H", "H", "H", "H", "H", "H", "H"],
  "xyz": [[0.370611, -0.787698, 2.046905], [-0.699592, 1.202361, 1.293992], [-0.815528, -0.810698, -0.532344], [0.183788, 1.485107, -1.073695], [0.533111, 0.372488, 1.274902], [-0.281077, 0.511750, 0.007654], [0.351313, -1.742355, -0.909588], [1.118099, -1.216363, -1.490434], [-0.560363, 2.279970, 1.313251], [-0.516909, 1.473587, -1.918504], [0.916547, -1.495148, 1.685919], [-1.460843, -1.309163, 0.196982], [1.528399, 0.814544, 1.301876], [0.852970, -2.148492, -0.024064], [-1.419540, -0.629764, -1.430041], [0.203351, 2.518020, -0.708861], [-1.501050, 0.833059, 1.925621], [1.179393, 1.252392, -1.464311], [0.017319, -2.603597, -1.495260]],
  "atomic_forces_ev_per_a": [[0.24, -0.17, -0.01], [-0.17, 0.11, 0.06], [-0.10, 0.01, 0.01], [0.12, -0.02, -0.02], [0.16, 0.29, -0.06], [0.11, -0.10, -0.08], [0.03, -0.02, -0.04], [-0.19, -0.06, 0.02], [-0.20, -0.16, -0.05], [0.11, -0.06, 0.16], [-0.02, 0.14, 0.08], [0.09, 0.10, -0.07], [-0.14, 0.10, 0.17], [-0.10, 0.04, -0.21], [0.00, 0.04, 0.17], [0.11, -0.22, 0.00], [0.05, -0.08, -0.17], [-0.07, -0.05, 0.00], [-0.02, 0.13, 0.03]],
  "smiles": "CC[C@@]1(C)C[C@H]1O",
  "homo_ha": -0.3421,
  "de_lowest_kcal_mol": 31.6,
  "fmax_ev_per_a": 0.34,
  "energy_ha": -311.0089,
  "charge": 0
}